Computed, not measured: C20H24N4O2STi as an isolated structure at a distorted geometry, with ωB97M-V/def2-TZVPD.

Geometry as ORCA input:
```
! RIJCOSX wB97M-V def2-TZVPD def2/J DEFGRID3
* xyz 1 2
Ti 0.5626 -0.1467 -0.1961
C 0.4148 -2.7200 -1.8563
C 1.7064 -2.6756 -1.0319
N 1.4680 -2.0978 0.3198
C 0.7700 -2.9774 1.2861
C -0.7537 -2.9799 1.1565
S -1.4256 -1.2933 1.1619
C -2.5423 -1.2819 -0.2538
C -1.9114 -1.8023 -1.5480
N -0.4548 -1.5123 -1.6655
H -0.1667 -3.5937 -1.5728
H 0.6694 -2.8471 -2.9067
H 2.4501 -2.0520 -1.5198
H 2.1066 -3.6884 -0.9651
H 2.3687 -1.8553 0.7230
H 1.0399 -2.6191 2.2781
H 1.1341 -4.0031 1.1970
H -1.1708 -3.5146 2.0076
H -1.0916 -3.4925 0.2603
H -2.8169 -0.2301 -0.3337
H -3.4484 -1.8402 -0.0252
H -2.4398 -1.3631 -2.3925
H -2.0584 -2.8778 -1.6243
H -0.3294 -0.9177 -2.4813
O 1.5630 0.3957 -1.6003
C 1.0780 1.0137 -2.7053
C 1.6891 0.7877 -3.9349
C 1.2081 1.4079 -5.0716
C 0.1205 2.2815 -5.0010
C -0.4733 2.5230 -3.7824
C -0.0284 1.8849 -2.6179
C -0.6408 2.2373 -1.3295
N -0.4472 1.5031 -0.3056
N -0.7626 1.9818 0.9880
C 0.0840 1.4651 1.8433
O 1.0228 0.5888 1.4917
C 0.0346 1.8869 3.2569
C -0.9311 2.7936 3.6931
C -0.9608 3.1797 5.0221
C -0.0283 2.6676 5.9178
C 0.9370 1.7702 5.4844
C 0.9685 1.3780 4.1531
H 2.5542 0.1385 -3.9702
H 1.6920 1.2232 -6.0226
H -0.2426 2.7757 -5.8916
H -1.3028 3.2175 -3.7079
H -1.1945 3.1663 -1.2111
H -1.6463 3.1905 2.9853
H -1.7090 3.8839 5.3622
H -0.0525 2.9747 6.9557
H 1.6669 1.3789 6.1815
H 1.7206 0.6864 3.7998
*
```

Calculated values
<S²> = 0.7572
Calculated total energy = -2393.59109 Eh
Largest force on an atom = 2.5 eV/A
Energy above the lowest of the compared OMol25 structures with the same formula, charge and spin = 0.0 kJ/mol
Kohn-Sham gap (alpha / beta) = 0.2831 / 0.2993 hartree

natural (NBO) population analysis, charges in e, atoms 1 to 6:
1 Ti 1.462
2 C -0.230
3 C -0.243
4 N -0.659
5 C -0.229
6 C -0.546

---

Computed, not measured: one molecule with the formula C5H6N2O at a distorted geometry, with ωB97M-V/def2-TZVPD.

Geometry as ORCA input:
```
! RIJCOSX wB97M-V def2-TZVPD def2/J DEFGRID3
* xyz 0 1
C -1.1783 -0.2429 -0.2786
C -0.1467 -0.5513 0.8518
C -0.1985 1.0432 -0.6057
C 1.0232 0.1274 -0.8601
C 0.9758 -0.9471 0.0557
H -0.4526 -0.9866 1.8366
H -0.8431 1.4618 1.3706
H -0.4477 2.0770 -1.0451
H 1.0085 -0.3269 -1.9457
H 1.7867 0.6250 0.7127
H 1.2594 -1.9473 -0.1300
N -0.1051 0.9419 1.0009
N 2.1080 -0.0598 -0.0176
O -2.3980 -0.4567 -0.3326
*
```

Calculated values
Calculated total energy = -378.70464 Eh
Largest force on an atom = 8.1 eV/A
Energy above the lowest of the compared OMol25 structures with the same formula, charge and spin = 436.6 kJ/mol
Kohn-Sham gap = 0.3851 hartree

natural (NBO) population analysis, charges in e, atoms 1 to 6:
1 C 0.571
2 C -0.167
3 C -0.166
4 C -0.097
5 C -0.153
6 H 0.235

---

Computed, not measured: a 2-piece molecular cluster, C37H37N4O overall at a distorted geometry, with ωB97M-V/def2-TZVPD.

Geometry as ORCA input:
```
! RIJCOSX wB97M-V def2-TZVPD def2/J DEFGRID3
* xyz 1 1
C -0.4362 3.6772 -3.7015
O -1.4814 3.4665 -2.7083
C -1.0700 3.3596 -1.4084
C -2.0327 3.2592 -0.3629
C -1.6248 3.1819 0.9557
C -0.2336 3.1257 1.3161
C 0.2598 2.7340 2.6014
C 1.5240 2.0779 2.8317
C 1.9920 1.9825 4.1759
C 3.0585 1.1611 4.5136
C 3.8001 0.4969 3.5200
C 3.5146 0.7565 2.1686
C 2.3516 1.4562 1.8269
C 0.6754 3.4612 0.2731
C 0.2968 3.4387 -1.0537
H -0.9350 3.8543 -4.6511
H 0.1766 4.5525 -3.4491
H 0.2119 2.7963 -3.7830
H -3.0958 3.2723 -0.6205
H -2.3720 3.1579 1.7538
H -0.3813 2.8689 3.4763
H 1.4710 2.5729 4.9265
H 3.3196 1.0419 5.5644
H 4.6215 -0.1733 3.7979
H 4.2261 0.3853 1.4204
H 2.0842 1.5597 0.7773
H 1.7091 3.6887 0.5291
H 1.0386 3.5336 -1.8472
C -4.0752 5.2918 11.0830
C -3.3561 4.0894 10.9878
C -2.2777 4.0063 10.1041
C -1.9186 5.0970 9.3033
C -0.6718 4.9946 8.4554
N -0.4864 6.1082 7.5084
C 0.4685 7.0927 7.9590
C 0.3853 8.4173 7.2265
N -0.3455 8.3666 5.9872
C -0.3543 9.6132 5.2698
C -1.4896 9.6298 4.2789
N -1.5361 8.4314 3.4781
C -2.5061 8.5337 2.3808
C -2.0176 8.0381 1.0534
C -2.9146 8.1358 -0.0157
C -2.6412 7.4981 -1.2227
C -1.4179 6.8270 -1.3746
C -0.4433 6.8884 -0.3759
C -0.7313 7.5433 0.8287
C -1.2652 7.2199 4.0779
C -1.5237 5.9590 3.4934
N -1.3859 4.8200 4.1848
C -1.1204 4.8260 5.4984
C -0.7336 6.0103 6.1566
C -0.6689 7.1983 5.3724
C -2.6837 6.2626 9.3553
C -3.7499 6.3769 10.2579
H -4.9018 5.3731 11.7885
H -3.6331 3.2288 11.6070
H -1.6919 3.0894 10.0267
H 0.1999 5.0167 9.1252
H -0.6503 4.0124 7.9740
H 0.3151 7.2693 9.0294
H 1.4873 6.7013 7.8052
H -0.1322 9.1769 7.8339
H 1.4084 8.7852 7.0285
H -0.4930 10.4098 6.0088
H 0.6147 9.7685 4.7603
H -2.4355 9.7748 4.8271
H -1.3413 10.4739 3.5992
H -3.4595 8.0324 2.6290
H -2.7528 9.5985 2.2746
H -3.8342 8.7082 0.1287
H -3.3710 7.5191 -2.0411
H -1.2275 6.2712 -2.2928
H 0.5380 6.4274 -0.5207
H 0.0429 7.6556 1.5838
H -1.8232 5.8998 2.4476
H -1.1767 3.8896 6.0552
H -2.4288 7.0890 8.6965
H -4.3131 7.3117 10.3118
*
```

Calculated values
Calculated total energy = -1726.09671 Eh
Largest force on an atom = 1.6 eV/A
Energy above the lowest of the compared OMol25 structures with the same formula, charge and spin = 202.5 kJ/mol
Kohn-Sham gap = 0.1524 hartree

Mulliken population analysis, charges in e, atoms 1 to 6:
1 C -0.869
2 O -0.429
3 C 0.984
4 C -0.755
5 C -0.359
6 C 0.380

---

Computed, not measured: C4H13N3 as an isolated structure at a distorted geometry, with ωB97M-V/def2-TZVPD.

Geometry as ORCA input:
```
! RIJCOSX wB97M-V def2-TZVPD def2/J DEFGRID3
* xyz 2 1
C -0.8283 0.4279 0.4400
C -1.6917 1.5690 2.4464
C 2.3505 -1.1053 -1.9887
C 0.8385 -0.4039 -0.3191
N -2.0210 0.2427 -0.1289
N -0.5897 0.9292 1.6232
N 0.9798 -1.2352 -1.5374
H -1.7272 1.0082 3.3759
H -2.7150 1.2675 1.9612
H -1.3937 2.6351 2.5949
H 2.4069 -0.1178 -2.3625
H 3.0382 -1.0822 -1.2103
H 2.5210 -1.8795 -2.7355
H 1.4475 0.4837 -0.5032
H 0.9995 -0.8246 0.6859
H -1.9641 -0.2829 -0.9283
H -2.9249 0.6924 0.1081
H 0.3292 0.9467 1.9848
H 0.1952 -1.0546 -2.1821
H 0.7494 -2.2165 -1.3244
*
```

Calculated values
Calculated total energy = -323.75217 Eh
Largest force on an atom = 4.8 eV/A
Energy above the lowest of the compared OMol25 structures with the same formula, charge and spin = 369.7 kJ/mol
Kohn-Sham gap = 0.4110 hartree

natural (NBO) population analysis, charges in e, atoms 1 to 6:
1 C 0.601
2 C -0.424
3 C -0.415
4 C -0.220
5 N -0.752
6 N -0.535

---

Computed, not measured: a 15-piece molecular cluster, C6H39NO14 overall at a distorted geometry, with ωB97M-V/def2-TZVPD.

Geometry as ORCA input:
```
! RIJCOSX wB97M-V def2-TZVPD def2/J DEFGRID3
* xyz 0 1
C 0.6419 4.0683 -1.0764
N 0.4350 2.6367 -0.9961
C 0.2099 2.2452 0.4549
C 1.1576 2.1585 1.3388
C 2.5334 2.7839 1.3279
C -1.6547 1.5592 1.9087
C -1.1452 1.7967 0.6674
H 1.3835 4.1177 -1.8530
H 1.1401 4.5961 -0.2772
H -0.2022 4.8867 -1.3096
H -0.4703 2.3632 -1.5413
H 1.0543 1.6986 2.3569
H 3.1920 1.8995 1.1920
H 2.8511 3.2113 2.3035
H 2.6400 3.4879 0.5562
H -2.8106 1.1617 1.9595
H -1.2295 1.6140 2.9319
H -1.8759 1.4049 -0.1896
H 2.8013 -0.8326 0.0590
H 3.0532 0.4280 -0.9864
O 3.4298 -0.0203 -0.1524
H -0.3500 5.0334 0.7940
H -1.7124 4.4504 1.6932
O -1.0750 4.9762 1.4680
H 0.5887 -2.9054 -0.1272
H -0.3429 -2.1737 -1.0502
O 0.5651 -2.3150 -0.9572
H -0.1689 -1.1434 1.5642
H -1.4994 -1.8824 1.0217
O -1.0212 -1.5189 1.8632
H -2.6709 0.6964 -2.9777
H -3.2480 1.2212 -4.2567
O -2.7535 1.5462 -3.5050
H 0.6255 -2.3850 3.8791
H 1.9482 -2.6642 3.1702
O 1.0782 -3.1945 3.3266
H -2.3680 -2.9168 -0.8978
H -2.2264 -1.4979 -1.1742
O -2.0461 -2.1388 -0.4946
H 0.3022 -0.1425 -3.6247
H 0.1132 -1.1015 -2.5548
O -0.4165 -0.5481 -3.1825
H 2.6589 0.1606 3.1826
H 2.6912 0.2009 1.8424
O 2.0651 -0.1480 2.4780
H -2.0734 -1.1391 -3.2168
H -3.4359 -1.8439 -3.4547
O -3.0020 -1.3175 -2.7793
H -2.3832 -0.7493 4.0305
H -1.1798 -0.6045 3.2098
O -1.6135 -0.3733 3.9434
H -0.4215 -4.2316 -2.5224
H -0.9285 -4.9769 -1.1629
O -1.1609 -4.6693 -2.0668
H 1.2767 -4.1006 1.2939
H -0.1501 -3.5284 1.6104
O 0.3649 -4.0107 0.9668
H 2.8028 -1.2336 -2.9814
H 1.7009 -2.3117 -3.2573
O 2.3316 -1.7838 -3.7686
*
```

Calculated values
Calculated total energy = -1359.88474 Eh
Largest force on an atom = 10.2 eV/A
Energy above the lowest of the compared OMol25 structures with the same formula, charge and spin = 892.2 kJ/mol
Kohn-Sham gap = 0.2950 hartree

natural (NBO) population analysis, charges in e, atoms 1 to 6:
1 C -0.447
2 N -0.647
3 C 0.074
4 C -0.196
5 C -0.647
6 C -0.363

---

Computed, not measured: C17H23BrN3OPtSTe as an isolated structure at a distorted geometry, with ωB97M-V/def2-TZVPD.

Geometry as ORCA input:
```
! RIJCOSX wB97M-V def2-TZVPD def2/J DEFGRID3
* xyz 1 1
Pt 0.0056 -0.1259 1.8707
O -0.6573 4.1820 6.2269
C -0.2664 3.3860 5.2282
C -0.3495 3.7310 3.8827
C 0.0367 2.8082 2.9463
N 0.5114 1.5831 3.2542
C 0.6297 1.3028 4.5519
Br 1.3742 -0.3706 5.0051
C 0.2651 2.1452 5.5695
H -1.0350 5.0042 5.8980
H -0.7193 4.7032 3.5782
H -0.0266 3.0365 1.8911
H 0.3658 1.8618 6.6082
C 3.8843 -2.8572 1.2911
N 2.5029 -2.7551 1.7471
C 1.4544 -2.5754 0.9590
S -0.1332 -2.4380 1.6996
N 1.6499 -2.5799 -0.3488
C 0.6162 -2.5496 -1.3895
H 4.5229 -3.0173 2.1535
H 4.2012 -1.9403 0.7884
H 4.0140 -3.7052 0.6146
H 2.3154 -2.7218 2.7326
H 2.5975 -2.6889 -0.6723
H -0.3605 -2.5604 -0.9263
H 0.7199 -3.4263 -2.0253
H 0.7141 -1.6533 -1.9946
C -1.1116 0.3313 -5.8200
C -1.2437 0.2442 -4.3202
C -2.3801 -0.2902 -3.7261
C -2.5428 -0.3271 -2.3425
C -3.8046 -0.9534 -1.7829
C -1.5217 0.2122 -1.5322
Te -1.9946 0.5674 0.4890
C -0.3238 0.6725 -2.1100
C 0.8634 1.1462 -1.3100
C -0.2147 0.6816 -3.4936
H -1.9817 -0.0931 -6.3211
H -0.2221 -0.1987 -6.1691
H -1.0123 1.3742 -6.1325
H -3.1704 -0.6851 -4.3593
H -4.3065 -1.5442 -2.5504
H -4.5104 -0.1938 -1.4351
H -3.5838 -1.6062 -0.9392
H 0.8902 0.7049 -0.3224
H 0.8473 2.2329 -1.1886
H 1.7893 0.8908 -1.8280
H 0.7014 1.0550 -3.9459
*
```

Calculated values
Calculated total energy = -4260.44313 Eh
Largest force on an atom = 1.9 eV/A
Energy above the lowest of the compared OMol25 structures with the same formula, charge and spin = 55.5 kJ/mol
Kohn-Sham gap (alpha / beta) = 0.2111 / 0.2110 hartree

natural (NBO) population analysis, charges in e, atoms 1 to 6:
1 Pt 0.283
2 O -0.619
3 C 0.395
4 C -0.328
5 C 0.088
6 N -0.576